No. 1
This record from the Open Molecules 2025 dataset describes a structure of composition C12H20I2O5. The level of theory is ωB97M-V/def2-TZVPD.

Properties
Energy (eV): -39205.3568
E_HOMO (eV): -9.2

Positions of all 39 atoms, in Å:
1 C 3.23 -0.75 1.71
2 C 4.07 -1.09 0.48
3 O 3.40 -0.91 -0.74
4 C 3.09 0.43 -1.04
5 C 1.57 0.69 -0.80
6 O 0.86 -0.52 -0.94
7 C -0.50 -0.31 -1.18
8 C -1.11 -1.69 -1.23
9 C -1.10 -2.39 0.15
10 C -2.52 -2.44 0.75
11 O -0.58 -3.70 0.00
12 O -0.99 0.47 -0.06
13 C -2.07 1.18 -0.31
14 O -2.67 1.19 -1.31
15 C -2.48 2.03 0.85
16 I -3.04 0.91 2.56
17 C -2.48 3.32 0.77
18 C -2.11 4.03 -0.48
19 I -3.03 4.51 2.43
20 H 2.27 -1.26 1.64
21 H 3.02 0.31 1.79
22 H 3.75 -1.02 2.61
23 H 5.00 -0.53 0.54
24 H 4.32 -2.14 0.54
25 H 3.32 0.64 -2.08
26 H 3.61 1.11 -0.38
27 H 1.19 1.43 -1.51
28 H 1.47 1.08 0.21
29 H -0.58 0.21 -2.13
30 H -0.49 -2.28 -1.89
31 H -2.12 -1.67 -1.63
32 H -0.41 -1.88 0.80
33 H -3.15 -1.68 0.30
34 H -2.47 -2.31 1.82
35 H -2.93 -3.43 0.57
36 H -1.24 -4.26 -0.42
37 H -1.57 4.94 -0.25
38 H -1.52 3.42 -1.15
39 H -3.02 4.36 -0.97

No. 2
This record from the Open Molecules 2025 dataset describes the molecule C5H12Si2. The level of theory is ωB97M-V/def2-TZVPD.

Properties
Relative energy (zero: lowest compared OMol25 entry of this formula, charge and spin) (kJ/mol): 347.4
Energy (eV): -21130.6819
SMILES: CC1(C)C([SiH3])=C1[SiH3]
E_HOMO (eV): -9.0

Positions of all 19 atoms, in Å:
1 C 0.00 0.01 1.87
2 C -0.41 0.40 0.46
3 C -1.52 1.49 0.54
4 C -0.40 -0.65 -0.61
5 Si -0.93 -2.44 -0.77
6 C 0.52 0.34 -0.75
7 Si 2.08 0.93 -1.64
8 H 1.11 0.16 2.08
9 H -0.29 -1.00 2.00
10 H -0.52 0.65 2.56
11 H -2.51 1.18 0.33
12 H -1.32 2.34 -0.14
13 H -1.46 1.87 1.47
14 H -0.33 -2.95 -2.08
15 H -2.54 -2.55 -0.55
16 H 0.00 -2.98 0.23
17 H 2.03 2.38 -2.00
18 H 2.04 -0.03 -2.80
19 H 3.35 0.56 -1.09

What maximum force values result from the calculations? In sequence: 0.057, 0.077 Eh/bohr.
What orbital gap values result from the calculations? In sequence: 8.96, 9.75 eV.